Record 1
C29H19IN6O3S4Sc | wB97M-V/def2-TZVPD

Last column: Löwdin charge in e.
Geometry (Å):
Sc 9.695 11.112 10.479  0.622
O 12.651 11.607 8.435  0.122
C 11.583 11.841 7.920  -0.411
N 10.453 11.160 8.374  0.036
C 9.723 10.500 7.457  -0.451
O 10.049 10.489 6.249  -0.008
C 8.580 9.671 7.901  -0.168
C 7.906 8.826 7.020  0.027
C 7.204 7.738 7.568  -0.043
C 6.949 7.696 8.916  -0.044
C 7.392 8.762 9.717  -0.121
N 8.311 9.598 9.240  0.014
C 11.383 12.789 6.780  -0.173
C 11.342 12.383 5.441  -0.035
C 11.104 13.284 4.455  -0.081
C 11.013 14.607 4.807  -0.082
C 11.218 14.950 6.143  -0.159
N 11.499 14.092 7.117  0.139
H 8.142 8.894 6.003  0.099
H 6.875 6.943 6.884  0.117
H 6.434 6.906 9.412  0.099
H 7.187 8.813 10.802  0.099
H 11.569 11.320 5.286  0.123
H 10.966 12.962 3.452  0.098
H 10.686 15.375 4.102  0.098
H 11.111 15.980 6.462  0.096
I 7.804 13.293 9.454  1.032
C 8.779 14.533 10.931  -0.561
C 8.178 15.674 11.343  -0.149
C 8.708 16.345 12.499  -0.104
C 9.758 15.874 13.191  -0.053
C 10.511 14.774 12.677  -0.170
C 11.757 14.342 13.198  -0.040
C 12.509 13.411 12.524  -0.073
C 12.018 12.876 11.304  -0.100
C 10.684 13.013 10.965  -0.224
C 9.980 14.124 11.528  -0.268
H 7.355 16.158 10.812  0.094
H 8.283 17.273 12.852  0.095
H 10.164 16.413 14.081  0.124
H 12.164 14.748 14.135  0.115
H 13.532 13.178 12.832  0.100
H 12.699 12.476 10.566  0.090
O 16.215 8.973 10.585  -0.102
C 15.079 9.093 10.981  -0.939
S 14.601 10.205 12.335  0.890
C 13.007 9.728 12.492  -1.316
C 12.498 8.921 11.311  -1.176
S 10.784 8.835 11.179  0.449
S 13.664 8.177 10.271  0.893
S 12.205 9.961 13.955  0.421
N 9.222 10.499 15.774  0.143
C 8.410 10.578 14.650  -0.331
C 8.894 11.134 13.469  -0.094
N 8.204 11.052 12.343  -0.015
C 6.892 10.625 12.381  -0.137
C 6.396 10.195 13.603  -0.134
N 7.111 10.207 14.734  0.122
H 10.228 10.568 15.585  0.034
H 8.877 9.849 16.453  0.091
H 9.952 11.489 13.328  0.083
H 6.366 10.500 11.425  0.091
H 5.334 9.972 13.699  0.104

Results
Strongest force on any atom ... 5.9 eV Å⁻¹
Orbital gap ... 4.47 eV
Total charge ... -1
LUMO energy ... 1.7 eV
HOMO level ... -2.74 eV

Record 2
C5H14S4 | wB97M-V/def2-TZVPD

Last column: Löwdin charge in e.
Geometry (Å):
S 0.873 -2.203 1.433  0.413
S 2.646 -1.474 2.129  0.470
C 1.241 -2.475 -0.315  -0.490
C 1.442 1.007 2.617  -0.192
C 2.507 0.308 1.786  -0.620
H 2.079 -3.180 -0.445  0.033
H 0.340 -2.911 -0.779  0.032
H 1.487 -1.536 -0.838  0.024
H 1.404 2.080 2.365  0.075
H 1.664 0.905 3.693  0.073
H 0.452 0.563 2.418  0.042
H 2.333 0.444 0.702  0.062
H 3.517 0.698 2.016  0.070
S -1.163 -0.016 -2.568  0.400
S -0.856 1.204 -0.964  0.397
C -2.415 0.891 -3.502  -0.493
C -2.175 0.694 0.160  -0.486
H -2.621 0.318 -4.422  0.033
H -2.058 1.895 -3.785  0.034
H -3.357 0.999 -2.937  0.031
H -3.176 0.885 -0.261  0.030
H -2.098 -0.377 0.411  0.030
H -2.064 1.282 1.087  0.032

Results
Strongest force on any atom ... 0.7 eV Å⁻¹
Orbital gap ... 9.47 eV
Structure (SMILES) ... CCSSC.CSSC
LUMO energy ... 0.7 eV
HOMO level ... -8.78 eV

Record 3
C17H42N5O4 | wB97M-V/def2-TZVPD

Last column: Löwdin charge in e.
Geometry (Å):
C 0.406 0.526 3.755  -0.092
C -0.265 1.884 3.539  -0.243
C -1.694 1.682 3.050  -0.225
C -2.551 2.950 2.970  -0.183
C -3.995 2.695 3.354  -0.140
N -4.483 1.436 2.667  0.203
H -0.186 -0.244 3.265  0.039
H 0.472 0.263 4.806  0.078
H 1.393 0.480 3.309  0.075
H -0.295 2.464 4.461  0.108
H 0.281 2.469 2.802  0.112
H -1.644 1.215 2.065  0.121
H -2.142 0.940 3.721  0.111
H -2.527 3.347 1.955  0.078
H -2.156 3.712 3.636  0.128
H -4.654 3.498 3.047  0.114
H -4.100 2.544 4.423  0.135
H -4.229 0.606 3.201  0.164
H -5.494 1.437 2.544  0.169
H -4.055 1.347 1.746  0.162
C 2.188 -2.963 2.082  0.001
C 0.974 -2.478 1.327  -0.546
O -0.031 -2.064 1.904  -0.020
N 1.044 -2.463 -0.017  0.021
C 2.180 -2.781 -0.869  -0.064
H 1.976 -2.904 3.145  0.081
H 2.432 -3.992 1.817  0.086
H 3.058 -2.347 1.855  0.088
H 0.201 -2.139 -0.464  0.134
H 2.430 -1.887 -1.435  0.055
H 1.922 -3.578 -1.568  0.093
H 3.029 -3.101 -0.275  0.046
C 0.215 0.821 -4.052  -0.007
C 1.420 0.460 -3.215  -0.544
O 1.932 -0.649 -3.269  0.019
N 1.894 1.402 -2.365  0.014
C 1.370 2.731 -2.105  -0.069
H -0.045 -0.039 -4.660  0.084
H -0.633 1.084 -3.417  0.072
H 0.432 1.666 -4.706  0.087
H 2.700 1.102 -1.839  0.140
H 2.124 3.490 -2.319  0.085
H 1.069 2.825 -1.061  0.080
H 0.502 2.925 -2.726  0.067
C -4.009 3.146 -2.049  0.003
C -3.599 3.604 -0.668  -0.544
O -2.456 3.484 -0.260  0.029
N -4.556 4.188 0.106  0.004
C -5.944 4.454 -0.227  -0.064
H -3.139 2.715 -2.534  0.078
H -4.798 2.394 -1.999  0.088
H -4.370 3.983 -2.647  0.094
H -4.207 4.523 0.991  0.120
H -6.147 5.525 -0.216  0.093
H -6.617 3.972 0.486  0.078
H -6.170 4.076 -1.218  0.076
C 5.571 -4.032 -2.154  -0.007
C 5.010 -5.060 -1.199  -0.549
O 4.627 -4.757 -0.079  0.010
N 4.941 -6.343 -1.633  0.012
C 5.346 -6.882 -2.917  -0.073
H 5.559 -3.067 -1.658  0.082
H 6.597 -4.275 -2.431  0.086
H 4.971 -3.972 -3.062  0.087
H 4.561 -6.979 -0.949  0.140
H 4.499 -7.341 -3.428  0.084
H 6.124 -7.636 -2.791  0.085
H 5.738 -6.092 -3.548  0.071

Results
Strongest force on any atom ... 0.5 eV Å⁻¹
Orbital gap ... 7.46 eV
Total charge ... +1
LUMO energy ... -3.2 eV
HOMO level ... -10.71 eV

Record 4
C5H4N2O3S | wB97M-V/def2-TZVPD

Last column: Löwdin charge in e.
Geometry (Å):
C 0.562 -0.645 -0.108  -0.067
C 0.642 0.762 -0.145  -0.080
C -0.700 -1.062 0.013  -0.012
C -0.375 1.677 0.177  -0.080
C -1.789 -0.109 0.048  -0.378
N -1.666 1.211 0.098  0.115
N -3.943 0.901 -1.194  -0.133
O -5.415 -0.894 0.422  -0.236
O -2.894 -0.808 0.415  -0.131
O -4.635 1.459 0.084  -0.247
S -4.354 -0.101 -0.091  0.792
H 1.393 -1.308 -0.194  0.111
H 1.683 1.134 0.150  0.120
H -0.913 -2.080 0.207  0.109
H -0.379 2.724 0.491  0.116

Results
Strongest force on any atom ... 5.2 eV Å⁻¹
Orbital gap ... 9.31 eV
Structure (SMILES) ... O=[S@@]1(Oc2ccccn2)=NO1
LUMO energy ... -0.1 eV
HOMO level ... -9.45 eV